{
  "formula": "C2H4O3Si",
  "method": "ωB97M-V/def2-TZVPD",
  "species": ["C", "C", "O", "O", "O", "Si", "H", "H", "H", "H"],
  "xyz": [[0.4123, -4.7957, -2.5449], [-0.1439, 0.3855, 0.2410], [-0.6526, -5.1949, -2.3526], [2.8364, -3.2046, -1.9558], [2.4186, -2.7519, -3.2884], [1.2330, -3.1224, -2.2360], [-1.1782, 0.2107, 0.4981], [0.0569, -0.0073, -0.7477], [0.0505, 1.4495, 0.2501], [0.4977, -0.1035, 0.9612]],
  "lowdin_charge": [-0.14, -0.04, 0.10, -0.24, -0.24, 0.54, 0.01, -0.01, 0.01, 0.01],
  "homo_ev": -9.54,
  "homo_lumo_gap_ev": 8.4,
  "energy_ha": -593.6840,
  "relative_energy_kcal_mol": 115.8,
  "lumo_ev": -1.181,
  "smiles": "O=C=[Si]1OO1.C"
}

=====

{
  "formula": "C44H120N8O18",
  "method": "ωB97M-V/def2-TZVPD",
  "species": ["C", "C", "C", "O", "C", "N", "H", "H", "H", "H", "H", "H", "H", "H", "H", "H", "H", "C", "C", "C", "O", "C", "N", "H", "H", "H", "H", "H", "H", "H", "H", "H", "H", "H", "C", "C", "C", "O", "C", "N", "H", "H", "H", "H", "H", "H", "H", "H", "H", "H", "H", "C", "C", "C", "O", "C", "N", "H", "H", "H", "H", "H", "H", "H", "H", "H", "H", "H", "C", "C", "C", "O", "C", "N", "H", "H", "H", "H", "H", "H", "H", "H", "H", "H", "H", "C", "C", "C", "O", "C", "N", "H", "H", "H", "H", "H", "H", "H", "H", "H", "H", "H", "C", "C", "O", "O", "H", "H", "H", "H", "H", "H", "C", "C", "O", "O", "H", "H", "H", "H", "H", "H", "C", "C", "O", "O", "H", "H", "H", "H", "H", "H", "C", "C", "O", "O", "H", "H", "H", "H", "H", "H", "C", "O", "C", "C", "N", "C", "C", "O", "C", "H", "H", "H", "H", "H", "H", "H", "H", "H", "H", "H", "H", "H", "H", "H", "C", "O", "C", "C", "N", "C", "C", "O", "C", "H", "H", "H", "H", "H", "H", "H", "H", "H", "H", "H", "H", "H", "H", "H"],
  "xyz": [[6.6731, 19.7004, -23.5722], [6.5493, 19.8603, -25.0894], [5.6191, 18.7675, -25.6224], [5.7505, 18.8619, -27.0590], [5.1824, 17.7345, -27.6835], [6.0518, 21.2047, -25.3727], [7.4325, 20.3851, -23.1904], [6.8656, 18.6663, -23.2753], [5.7854, 19.9718, -22.9886], [7.5640, 19.6742, -25.4420], [4.5493, 18.9518, -25.4548], [5.8696, 17.7423, -25.3311], [4.1311, 17.5538, -27.4462], [5.8000, 16.8593, -27.4648], [5.2539, 17.7442, -28.7747], [5.0584, 21.1788, -25.1585], [6.1110, 21.3093, -26.3845], [9.0110, 5.6240, -24.4131], [9.0050, 5.9888, -22.9454], [7.9640, 7.0658, -22.5752], [6.6665, 6.6559, -22.9186], [5.6312, 7.4974, -22.4088], [8.6785, 4.8148, -22.1243], [9.1915, 6.4685, -25.0833], [8.0360, 5.2003, -24.6753], [9.7135, 4.8171, -24.6353], [9.9980, 6.3233, -22.6272], [8.2470, 7.9024, -23.2308], [8.0909, 7.3627, -21.5332], [4.8286, 7.3808, -23.1342], [5.9582, 8.5352, -22.5411], [5.4031, 7.2620, -21.3725], [9.2156, 4.0219, -22.4762], [7.7315, 4.5408, -22.3937], [3.1341, 9.9277, -29.9756], [2.7037, 9.2845, -28.6749], [2.8081, 10.2287, -27.4911], [4.1245, 10.7760, -27.4049], [4.5268, 11.1123, -26.1030], [1.3453, 8.7461, -28.8165], [4.2005, 10.1455, -29.9701], [2.5428, 10.8020, -30.2603], [2.9294, 9.2636, -30.8215], [3.3654, 8.4192, -28.5386], [2.6630, 9.6839, -26.5532], [2.0634, 11.0167, -27.6338], [3.7090, 11.6149, -25.5780], [5.4264, 11.7245, -26.1630], [4.8382, 10.2248, -25.5299], [1.1796, 8.0728, -28.0804], [1.1951, 8.3294, -29.7208], [11.4849, 13.5814, -20.9959], [10.2231, 13.5541, -20.1141], [10.0548, 14.9263, -19.4793], [8.9594, 15.0475, -18.5731], [9.1423, 14.3098, -17.4008], [9.0979, 13.1478, -20.9457], [11.5570, 12.6856, -21.6128], [12.3451, 13.5947, -20.3208], [11.5689, 14.4475, -21.6535], [10.4019, 12.8113, -19.3257], [9.8596, 15.6640, -20.2606], [10.9409, 15.3038, -18.9586], [10.1547, 14.4146, -16.9880], [9.0671, 13.2242, -17.5808], [8.3824, 14.5188, -16.6513], [8.3157, 13.1320, -20.2914], [9.2992, 12.1982, -21.2449], [13.7709, 12.7171, -26.2261], [14.0687, 12.7872, -24.7299], [14.1841, 11.3487, -24.2027], [15.4289, 10.7954, -24.6569], [15.7313, 9.5475, -24.0673], [15.2908, 13.5249, -24.4550], [14.5364, 12.1155, -26.7297], [13.8419, 13.6797, -26.7434], [12.8059, 12.2848, -26.4984], [13.1528, 13.1773, -24.2680], [13.4276, 10.6958, -24.6417], [14.1997, 11.3275, -23.1104], [15.2538, 9.4779, -23.0865], [16.8088, 9.4089, -23.9938], [15.3459, 8.7637, -24.7309], [16.0119, 12.8078, -24.5494], [15.4648, 14.1892, -25.1990], [9.1543, 17.3916, -30.6110], [10.3086, 18.1774, -29.9918], [9.9809, 18.3468, -28.5101], [10.9176, 19.1646, -27.8497], [10.5029, 19.5211, -26.5424], [11.5140, 17.3650, -30.2555], [8.1595, 17.6047, -30.2064], [9.2201, 16.3185, -30.3890], [9.1775, 17.4313, -31.6986], [10.4010, 19.1765, -30.4154], [9.9054, 17.3236, -28.0974], [8.9451, 18.6520, -28.3070], [11.4082, 19.7573, -25.9742], [9.9814, 18.6840, -26.0768], [9.9947, 20.4913, -26.5732], [12.2933, 17.9930, -30.0652], [11.5717, 16.6295, -29.5574], [10.2990, 12.0471, -27.9096], [10.1012, 12.5876, -29.3147], [9.1507, 11.8164, -30.0242], [10.9330, 10.7629, -27.9630], [9.3055, 11.9235, -27.4658], [10.8228, 12.7599, -27.2701], [11.0428, 12.5907, -29.8696], [9.8152, 13.6378, -29.1982], [9.5229, 11.0448, -30.4534], [10.2339, 10.1045, -27.8830], [7.3421, 9.3256, -27.9615], [8.1399, 8.0332, -27.9101], [9.2989, 8.2820, -27.0955], [6.0322, 9.0569, -28.3697], [7.8705, 10.0572, -28.5919], [7.3417, 9.7793, -26.9617], [8.2982, 7.6499, -28.9202], [7.5691, 7.3142, -27.3121], [9.7985, 7.4586, -27.1311], [5.4126, 9.7558, -28.0837], [6.4428, 13.7757, -29.1124], [5.3181, 13.6164, -30.1256], [4.1759, 13.0028, -29.5951], [6.8494, 12.5207, -28.5346], [5.9859, 14.2566, -28.2413], [7.3234, 14.3043, -29.4829], [5.6959, 13.0798, -31.0073], [5.0061, 14.6172, -30.4358], [4.4218, 12.2170, -29.0842], [7.5330, 12.1394, -29.1094], [12.2444, 6.6164, -19.7573], [12.2725, 8.1589, -19.8215], [10.9008, 8.5645, -19.8110], [11.6436, 6.2760, -18.4941], [13.2755, 6.2496, -19.7630], [11.6107, 6.1703, -20.5258], [12.8823, 8.4535, -20.6737], [12.7440, 8.5534, -18.9201], [10.4563, 7.9947, -19.1728], [12.0463, 5.4506, -18.2149], [10.9122, 9.7808, -22.9837], [11.0824, 11.1193, -23.3706], [10.4573, 11.4417, -24.6184], [8.9615, 11.7516, -24.6050], [8.6084, 13.1228, -24.2999], [7.1943, 13.4009, -24.5777], [6.9538, 14.9098, -24.5944], [6.8185, 15.3197, -25.9494], [8.0207, 15.5765, -26.5927], [9.9299, 9.5186, -22.5696], [11.6168, 9.5896, -22.1778], [11.0311, 9.0890, -23.8262], [10.6304, 10.6170, -25.3240], [11.1048, 12.2133, -25.0385], [8.4405, 11.0321, -23.9493], [8.6434, 11.4535, -25.6103], [8.8662, 13.2695, -23.3316], [6.5828, 12.9246, -23.7974], [6.9495, 12.9863, -25.5537], [7.7730, 15.4731, -24.1349], [6.0287, 15.2298, -24.1108], [7.8744, 15.9000, -27.6252], [8.5943, 14.6394, -26.6541], [8.6717, 16.3163, -26.1085], [3.9156, 13.6223, -20.4462], [3.1203, 13.4465, -21.6039], [2.8087, 14.6665, -22.2687], [1.8001, 14.2691, -23.3360], [0.5149, 13.9889, -22.7473], [-0.5110, 13.5126, -23.6929], [-1.5505, 12.7286, -22.9351], [-0.9850, 11.5030, -22.5038], [-1.9187, 10.6136, -21.9127], [4.2775, 12.6777, -20.0503], [3.2680, 14.1394, -19.7304], [4.8012, 14.2410, -20.6343], [3.7483, 14.9259, -22.7833], [2.5820, 15.4716, -21.5648], [2.2293, 13.4021, -23.8582], [1.6249, 15.0778, -24.0528], [0.5411, 13.4292, -21.9084], [-0.0426, 12.9732, -24.5214], [-0.9546, 14.4288, -24.0948], [-2.4010, 12.5326, -23.6059], [-1.9758, 13.1926, -22.0363], [-2.7372, 10.3905, -22.5960], [-2.2885, 11.0425, -20.9742], [-1.3108, 9.7617, -21.6184]],
  "lowdin_charge": [-0.08, -0.43, -0.18, -0.20, -0.12, 0.05, 0.08, 0.07, 0.08, 0.12, 0.13, 0.11, 0.09, 0.06, 0.08, 0.07, 0.07, -0.06, -0.43, -0.22, -0.20, -0.08, 0.03, 0.06, 0.08, 0.08, 0.12, 0.11, 0.13, 0.09, 0.08, 0.09, 0.07, 0.07, -0.06, -0.44, -0.16, -0.25, -0.08, 0.04, 0.07, 0.09, 0.08, 0.13, 0.13, 0.14, 0.09, 0.07, 0.10, 0.07, 0.06, -0.05, -0.45, -0.20, -0.18, -0.14, 0.06, 0.05, 0.08, 0.08, 0.13, 0.13, 0.13, 0.09, 0.08, 0.09, 0.08, 0.07, -0.06, -0.42, -0.18, -0.22, -0.10, 0.05, 0.09, 0.08, 0.04, 0.12, 0.12, 0.12, 0.08, 0.09, 0.09, 0.07, 0.06, -0.08, -0.41, -0.24, -0.18, -0.10, 0.04, 0.07, 0.06, 0.08, 0.14, 0.11, 0.12, 0.09, 0.08, 0.09, 0.07, 0.07, -0.24, -0.22, -0.07, -0.06, 0.10, 0.11, 0.13, 0.11, 0.11, 0.04, -0.26, -0.21, -0.09, -0.06, 0.10, 0.12, 0.13, 0.12, 0.09, 0.04, -0.21, -0.25, -0.06, -0.09, 0.11, 0.11, 0.12, 0.12, 0.05, 0.03, -0.22, -0.22, -0.08, -0.08, 0.12, 0.11, 0.10, 0.12, 0.08, 0.08, -0.11, -0.22, -0.19, -0.20, -0.04, -0.18, -0.18, -0.22, -0.13, 0.07, 0.07, 0.09, 0.11, 0.10, 0.12, 0.09, 0.08, 0.12, 0.09, 0.12, 0.11, 0.07, 0.09, 0.09, -0.11, -0.21, -0.21, -0.22, -0.07, -0.19, -0.24, -0.21, -0.10, 0.08, 0.09, 0.08, 0.11, 0.13, 0.11, 0.12, 0.10, 0.12, 0.12, 0.12, 0.13, 0.09, 0.09, 0.09],
  "homo_ev": -8.40,
  "homo_lumo_gap_ev": 8.7,
  "energy_ha": -3540.4684,
  "relative_energy_kcal_mol": 0.0,
  "lumo_ev": 0.334,
  "smiles": "COC[C@H](C)N.COC[C@H](C)N.COC[C@H](C)N.COC[C@H](C)N.COC[C@H](C)N.COC[C@H](C)N.COCCNCCOC.COCCNCCOC.OCCO.OCCO.OCCO.OCCO"
}

=====

{
  "formula": "C6H9N2",
  "method": "ωB97M-V/def2-TZVPD",
  "species": ["C", "C", "C", "C", "C", "C", "N", "N", "H", "H", "H", "H", "H", "H", "H", "H", "H"],
  "xyz": [[0.2408, -3.1166, 0.3223], [-0.4972, -2.2405, 0.6714], [1.2226, 0.1589, 0.6105], [-0.5690, 1.4002, 0.9964], [0.1436, 0.7993, -0.2474], [-0.3571, 0.7661, -1.6141], [-1.1539, -0.9928, 1.0819], [-0.2094, -0.0102, 0.9742], [0.6552, -3.9803, -0.0903], [1.7276, -0.6709, 0.3314], [1.9025, 0.9031, 1.2688], [-0.0286, 1.9912, 1.6804], [-1.6559, 1.6184, 0.8980], [0.1480, 1.5222, -2.2555], [-1.4724, 1.0386, -1.7031], [-0.0580, -0.0165, -2.2804], [-1.3976, -1.0665, 2.1551]],
  "lowdin_charge": [0.14, -0.09, 0.08, 0.06, -0.22, 0.00, 0.11, -0.19, 0.04, 0.08, 0.19, 0.11, 0.16, 0.11, 0.14, 0.08, 0.21],
  "homo_ev": [-9.01, -14.78],
  "homo_lumo_gap_ev": [6.0, 7.7],
  "energy_ha": -342.8397,
  "relative_energy_kcal_mol": 194.2,
  "lumo_ev": [-2.965, -7.049],
  "total_charge": 1,
  "multiplicity": 3
}

=====

{
  "formula": "C20H39Br2F3NO",
  "method": "ωB97M-V/def2-TZVPD",
  "species": ["C", "C", "O", "N", "C", "C", "C", "C", "C", "F", "Br", "C", "F", "F", "Br", "H", "H", "H", "H", "H", "H", "H", "H", "H", "H", "H", "C", "C", "C", "C", "C", "C", "H", "H", "H", "H", "H", "H", "H", "H", "H", "H", "H", "H", "H", "H", "C", "C", "C", "C", "C", "C", "H", "H", "H", "H", "H", "H", "H", "H", "H", "H", "H", "H", "H", "H"],
  "xyz": [[0.5165, -4.2099, -1.9845], [1.1667, -2.8206, -1.3633], [2.2850, -2.8672, -0.6346], [0.5529, -1.4293, -1.6257], [1.4450, -0.8334, -2.6982], [-0.8401, -1.7507, -2.1487], [-1.9668, -0.6816, -1.5628], [-3.4368, -1.3486, -1.2793], [-4.3270, -1.6757, -2.6154], [-5.6405, -0.9462, -2.4616], [-3.5400, -1.0486, -4.3423], [-4.7363, -3.2906, -2.6153], [-5.5065, -3.6193, -3.8717], [-5.7431, -3.4281, -1.4992], [-3.1683, -4.5224, -2.4439], [0.2881, -4.1295, -3.1295], [-0.4342, -4.4429, -1.3245], [1.3641, -5.0395, -1.8714], [2.5873, -0.7741, -2.3567], [1.4277, -1.5125, -3.6643], [1.1313, 0.2485, -3.0452], [-0.7661, -1.5212, -3.3166], [-2.0593, 0.3006, -2.1919], [-1.5448, -0.3471, -0.4977], [-3.2723, -2.2670, -0.5605], [-4.0566, -0.5543, -0.6398], [-0.9208, -2.5893, 1.8455], [-1.6266, -1.3070, 2.2594], [-0.6635, -0.1812, 2.6434], [0.2327, -0.4694, 3.8534], [-0.5055, -0.8131, 5.1499], [-1.3870, 0.3170, 5.6574], [-0.3318, -3.0095, 2.6650], [-1.6568, -3.3438, 1.5462], [-0.2550, -2.4111, 0.9960], [-2.3189, -1.5177, 3.0824], [-2.2433, -0.9644, 1.4206], [-1.2439, 0.7298, 2.8282], [-0.0193, 0.0424, 1.7836], [0.8674, 0.4092, 4.0290], [0.9183, -1.2905, 3.6123], [0.2387, -1.0462, 5.9208], [-1.1066, -1.7188, 5.0205], [-0.7972, 1.2225, 5.8345], [-1.8588, 0.0306, 6.6021], [-2.1850, 0.5575, 4.9481], [0.4463, 3.0190, -1.3700], [1.8270, 3.0980, -2.0035], [2.9274, 2.4778, -1.1393], [3.1499, 3.1497, 0.2206], [3.4872, 4.6422, 0.1680], [4.7882, 4.9391, -0.5604], [0.3985, 3.5801, -0.4330], [-0.3031, 3.4422, -2.0479], [0.1697, 1.9803, -1.1664], [2.0648, 4.1419, -2.2375], [1.7993, 2.5679, -2.9624], [3.8649, 2.4838, -1.7067], [2.6881, 1.4209, -0.9658], [3.9615, 2.6208, 0.7375], [2.2588, 3.0136, 0.8449], [3.5716, 5.0147, 1.1959], [2.6697, 5.2040, -0.2952], [5.6279, 4.4197, -0.0869], [4.9970, 6.0128, -0.5347], [4.7423, 4.6357, -1.6110]],
  "lowdin_charge": [-0.09, -0.35, -0.11, -0.20, -0.16, -0.29, -0.29, -0.21, -0.64, -0.14, 0.74, -0.62, -0.11, -0.08, 0.75, 0.08, 0.04, 0.08, 0.09, 0.09, 0.08, 0.02, 0.07, 0.09, 0.10, 0.13, -0.10, -0.27, -0.22, -0.23, -0.28, -0.12, 0.07, 0.07, 0.06, 0.10, 0.07, 0.10, 0.11, 0.11, 0.10, 0.10, 0.10, 0.07, 0.06, 0.07, -0.11, -0.28, -0.22, -0.23, -0.28, -0.12, 0.06, 0.07, 0.07, 0.09, 0.09, 0.10, 0.10, 0.11, 0.10, 0.10, 0.10, 0.07, 0.06, 0.07],
  "homo_ev": -2.69,
  "homo_lumo_gap_ev": 5.3,
  "energy_ha": -6362.8776,
  "lumo_ev": 2.623,
  "total_charge": -1
}

=====

Number 2 is which compound?
C44H120N8O18